Entry 1:
2 unconnected molecules or ions with the total composition C4H13NO2 in a non-equilibrium geometry. Source: the Open Molecules 2025 dataset; level of theory: ωB97M-V/def2-TZVPD.

As for the net charge: +1. The energy above the lowest of the compared OMol25 structures with the same formula, charge and spin comes out at 47.2 kcal per mole. For the strongest force on any atom, the calculation gives 3.03 eV Å⁻¹. For the HOMO energy (spin up / spin down), the calculation gives -0.5060 / -0.5057 hartree. The spin multiplicity is 2.

Geometry (Å):
C  -1.19932  -2.37376  -1.00221
O  -2.53879  -2.09877  -0.79811
C  -0.16060  -1.43980  -0.38662
C  -0.32853  0.00604  -0.90056
C  -0.49825  1.13672  0.20358
N  0.69632  1.92419  0.28318
H  -0.98353  -3.41607  -0.77630
H  -0.91392  -2.31195  -2.07174
H  -2.83671  -1.17263  -0.92415
H  -0.06849  -1.32802  0.70462
H  0.82111  -1.84515  -0.61738
H  0.48738  0.33682  -1.55284
H  -1.27455  0.09155  -1.42038
H  -0.70137  0.59923  1.13880
H  -1.38669  1.73400  0.05857
H  0.83316  2.32975  -0.64733
H  1.46318  1.41493  0.73397
H  2.50833  2.82828  2.51388
H  3.50892  1.67668  2.69658
O  2.57232  1.90797  2.76444

Atoms 1-2, force components in eV/Å:
C 1.2 0.5 -1.3
O -1.1 0.5 0.6

Entry 2:
A single C6H6O molecule. Source: the Open Molecules 2025 dataset; level of theory: ωB97M-V/def2-TZVPD.

The energy above the lowest of the compared OMol25 structures with the same formula, charge and spin comes out at 169.0 kcal per mole. For the strongest force on any atom, the calculation gives 0.50 eV Å⁻¹. For the HOMO energy (spin up / spin down), the calculation gives -0.2834 / -0.2834 hartree.

Geometry (Å):
O  -1.17144  1.77300  0.45331
C  -0.32467  0.86941  1.12353
C  0.33980  -0.10590  0.15518
C  0.23434  0.12961  -1.21321
C  0.20494  0.09067  -2.49901
C  0.92813  -1.27500  0.71677
C  1.38157  -2.24992  1.26848
H  -0.62474  2.32244  -0.12644
H  0.45851  1.39356  1.69117
H  -0.95282  0.33402  1.84135
H  -0.88565  0.17920  -0.85647
H  0.84361  0.57748  -3.22868
H  1.77372  -3.12108  1.74742

Atoms 1-2, force components in eV/Å:
O 0.1 0.2 -0.1
C 0.1 -0.1 0.2

Entry 3:
5 unconnected molecules or ions with the total composition C35H48FN2S2 in a non-equilibrium geometry. Source: the Open Molecules 2025 dataset; level of theory: ωB97M-V/def2-TZVPD.

As for the net charge: +1. For the strongest force on any atom, the calculation gives 3.84 eV Å⁻¹. For the HOMO energy, the calculation gives -0.3915 hartree.

Geometry (Å):
C  -1.32622  -5.27705  2.43566
C  -0.50580  -4.81378  1.08593
C  -1.34327  -3.69444  0.18028
F  -1.27276  -4.21353  -1.23403
N  -0.57316  -2.37131  0.23979
C  -1.43128  -1.15105  -0.00995
C  -2.48820  -0.78420  1.18791
C  -1.92734  -1.09162  2.71236
S  -0.49667  -0.00197  3.23551
C  0.49445  -0.74644  4.64006
S  0.05190  -2.32907  5.19555
N  1.64031  -0.09270  5.37903
C  2.99635  -0.58210  4.92470
C  3.10294  -0.97610  3.33748
C  1.53635  1.41513  5.42065
C  2.16406  2.19467  4.12231
H  -0.66643  -5.96702  3.12443
H  -2.27101  -5.87987  2.07122
H  -1.71754  -4.38626  3.09233
H  0.54529  -4.39164  1.38776
H  -0.31906  -5.78609  0.42714
H  -2.47005  -3.59992  0.48248
H  0.02190  -2.28519  1.11295
H  0.12907  -2.41954  -0.55883
H  -0.80178  -0.18628  -0.25850
H  -2.09405  -1.40582  -0.96972
H  -2.90142  0.31737  1.05025
H  -3.43756  -1.48905  1.02421
H  -2.85933  -1.00194  3.45170
H  -1.60712  -2.24046  2.70439
H  3.81813  0.20859  5.27733
H  3.22558  -1.57482  5.54690
H  4.21013  -0.70649  2.98145
H  2.38861  -0.37932  2.62537
H  3.00846  -2.14300  3.26297
H  0.41604  1.77012  5.60533
H  2.18229  1.76588  6.36114
H  3.33894  2.26668  4.28391
H  1.90664  1.70412  3.08098
H  1.78453  3.32150  4.07218
C  3.07950  3.52815  0.10530
C  4.36121  4.00482  -0.16815
C  5.43104  3.11544  -0.26444
C  5.21712  1.74699  -0.09688
C  3.93469  1.27000  0.17285
C  2.86646  2.16035  0.27836
H  2.24657  4.22193  0.18365
H  4.52662  5.07049  -0.30552
H  6.43076  3.48782  -0.47087
H  6.04987  1.05326  -0.17674
H  3.76787  0.20338  0.30179
H  1.86849  1.78892  0.49396
C  5.73952  4.12818  -3.96907
C  4.50137  4.60520  -3.53987
C  3.93865  5.72915  -4.14394
C  4.61029  6.37080  -5.18495
C  5.84673  5.89147  -5.61663
C  6.41375  4.77303  -5.00627
H  6.17934  3.25424  -3.49575
H  3.97489  4.10105  -2.73331
H  2.97702  6.10458  -3.80479
H  4.16965  7.24379  -5.65911
H  6.36925  6.39066  -6.42899
H  7.37957  4.40320  -5.33914
C  -4.74985  2.68182  -3.75193
C  -4.79569  1.48272  -4.46245
C  -3.83973  0.49495  -4.22741
C  -2.84276  0.70263  -3.27377
C  -2.79921  1.90027  -2.56057
C  -3.74970  2.89178  -2.80227
H  -5.49304  3.45277  -3.93781
H  -5.57667  1.31823  -5.20063
H  -3.87173  -0.43654  -4.78599
H  -2.10059  -0.06900  -3.08697
H  -2.02317  2.06129  -1.81627
H  -3.71218  3.82688  -2.25040
C  -5.35729  -5.86113  -0.68108
C  -6.62870  -5.84382  -0.10838
C  -7.33463  -4.64501  -0.01174
C  -6.77252  -3.46401  -0.49732
C  -5.50262  -3.48203  -1.07343
C  -4.79287  -4.67929  -1.16162
H  -4.80603  -6.79502  -0.75312
H  -7.06946  -6.76532  0.26373
H  -8.32249  -4.63070  0.44063
H  -7.32452  -2.53052  -0.42653
H  -5.06540  -2.56186  -1.45327
H  -3.80131  -4.69199  -1.60551

Atoms 1-2, force components in eV/Å:
C -0.5 -0.1 -0.3
C -0.3 -0.4 0.3